Entry 1:
The following is a quantum chemistry calculation of a molecular structure, C29H7F24GeLiN4OS2, from OMol25.

- strongest force on any atom (eV/Å) = 0.69
- HOMO (eV) = -2.16
- E_tot (a.u.) = -6681.398145
- total charge = -2

Positions of all 69 atoms, in Å:
Li1 1.15097 2.47915 -0.34465
N1 4.28639 1.39334 2.78831
C1 3.29244 1.64332 1.85916
S1 3.74018 2.18415 0.31666
N2 2.08141 1.39175 2.37140
N3 1.07851 1.67259 1.53441
C2 -0.10414 1.39804 1.94653
C3 -1.24531 1.63699 1.06446
C4 -2.55343 1.44602 1.51413
C5 -3.60517 1.66761 0.64263
C6 -3.33587 2.08533 -0.65325
C7 -2.00625 2.25496 -1.01631
N4 -0.98945 2.03071 -0.19447
H1 5.19306 1.25825 2.37690
H2 4.02535 0.75484 3.52473
H3 -0.26819 0.98203 2.93846
H4 -2.72840 1.11946 2.53294
H5 -4.62650 1.51473 0.97352
H6 -4.12881 2.25881 -1.36948
H7 -1.74239 2.57227 -2.02144
F1 -0.63339 6.17992 -1.02629
C8 -0.19225 5.74788 -2.21048
F2 -1.18876 5.00791 -2.74951
F3 -0.06201 6.84054 -3.00294
C9 1.13630 4.89345 -2.02674
O1 1.08719 4.17045 -0.93406
C10 1.30629 4.00635 -3.31606
F4 0.49418 2.94119 -3.26238
F5 2.56027 3.53822 -3.41109
F6 1.03464 4.65329 -4.47761
C11 2.34044 5.91090 -1.98469
F7 2.64332 6.47852 -3.18022
F8 2.06635 6.92321 -1.13368
F9 3.44395 5.31416 -1.54360
F10 2.75328 -2.32049 1.42251
C12 1.75208 -2.00099 2.24515
C13 0.45858 -1.87444 1.76008
C14 -0.49942 -1.51539 2.69007
F11 -1.77979 -1.30349 2.33562
C15 -0.21244 -1.33218 4.02895
F12 -1.17421 -0.98714 4.90051
C16 1.08187 -1.49126 4.47155
F13 1.37313 -1.32128 5.76497
C17 2.07388 -1.82712 3.57569
F14 3.33150 -1.97196 4.01085
Ge1 0.20356 -1.99318 -0.23136
S2 1.34413 -0.59107 -1.24445
C18 0.67173 -3.91447 -0.73546
C19 1.34925 -4.86333 0.00349
F15 1.53939 -4.70958 1.32655
C20 1.84798 -6.03047 -0.54720
F16 2.50819 -6.92475 0.20531
C21 1.64637 -6.29154 -1.88477
F17 2.10866 -7.42428 -2.42592
C22 0.94335 -5.38963 -2.65664
F18 0.72410 -5.66024 -3.95032
C23 0.47503 -4.22945 -2.07254
F19 -0.21153 -3.39817 -2.86811
C24 -1.79044 -2.22677 -0.43255
C25 -2.54041 -1.46722 -1.31576
F20 -1.96752 -0.55184 -2.09358
C26 -3.90905 -1.63017 -1.45326
F21 -4.61634 -0.88029 -2.30876
C27 -4.55476 -2.59153 -0.70602
F22 -5.87531 -2.76649 -0.83210
C28 -3.83532 -3.38364 0.16593
F23 -4.47113 -4.32342 0.88333
C29 -2.47519 -3.18912 0.28299
F24 -1.82414 -3.97394 1.15994

---

Entry 2:
The following is a quantum chemistry calculation of a molecular structure, C4H6N2O2, from OMol25.

- strongest force on any atom (eV/Å) = 3.81
- HOMO (eV) = -10.59
- E_tot (a.u.) = -415.861254
- total charge = 0

Positions of all 14 atoms, in Å:
C1 1.09595 1.61267 -1.26442
C2 1.23953 -0.06706 0.52261
C3 -1.00829 0.62021 -0.50179
C4 0.44892 0.46172 -0.62836
N1 1.49527 2.51281 -1.82836
N2 0.72194 -0.82119 -1.97936
O1 1.62870 -1.57154 -1.90779
O2 -0.04486 -0.62236 -2.87709
H1 0.60200 -0.36600 1.39638
H2 1.84567 -0.88028 0.13345
H3 1.81607 0.77089 0.76994
H4 -1.57386 -0.27313 -0.00153
H5 -1.24990 0.61647 -1.54630
H6 -1.32140 1.51922 -0.02684

---

Entry 3:
The following is a quantum chemistry calculation of a molecular structure, C24H21Br2ClInN3OS2, from OMol25.

- strongest force on any atom (eV/Å) = 0.55
- HOMO (eV) = -8.04
- E_tot (a.u.) = -7761.441531
- total charge = 0

Positions of all 55 atoms, in Å:
In1 0.52167 -0.48267 -0.06288
Br1 1.30382 -4.21853 -0.71658
C1 1.77254 -4.56551 1.10760
Br2 1.11234 -3.21931 2.33285
H1 2.84496 -4.58243 1.19758
H2 1.31764 -5.49728 1.38992
O1 0.15273 0.28148 2.60371
C2 -1.18257 0.33562 3.17823
C3 -1.94247 1.53424 2.65014
C4 -2.45263 1.43660 1.18273
C5 -1.62066 2.20494 0.18592
C6 -2.09536 3.39848 -0.34199
C7 -1.29968 4.14647 -1.19197
C8 -0.02304 3.69929 -1.48987
C9 0.38210 2.49734 -0.95250
N1 -0.39976 1.74937 -0.14666
H3 0.71011 -0.26197 3.17067
H4 -1.09524 0.41757 4.26192
H5 -1.72032 -0.58390 2.93984
H6 -1.32638 2.42988 2.78171
H7 -2.80696 1.64276 3.30813
H8 -3.46512 1.83324 1.13074
H9 -2.50334 0.38789 0.88945
H10 -3.08908 3.73403 -0.07664
H11 -1.67298 5.07024 -1.61885
H12 0.63782 4.25533 -2.14076
H13 1.35620 2.09405 -1.19497
S1 -1.58336 -1.75540 -0.19723
C10 -2.18731 -0.81104 -1.56881
C11 -3.56887 -0.60195 -1.64382
C12 -4.14595 0.15556 -2.65154
C13 -5.57996 0.36774 -2.65802
N2 -6.71931 0.54148 -2.64155
C14 -3.32016 0.72778 -3.62865
C15 -1.95252 0.51479 -3.57107
C16 -1.35546 -0.24909 -2.55951
S2 0.39453 -0.42790 -2.57449
C17 -3.87136 1.56475 -4.67726
N3 -4.29883 2.24545 -5.50287
H14 -4.20696 -1.03477 -0.88206
H15 -1.31865 0.96181 -4.32664
Cl1 6.68138 -4.09929 1.93627
C18 5.50285 -2.89244 1.50559
C19 5.06946 -2.79461 0.19398
C20 4.12396 -1.83658 -0.13999
C21 3.59807 -0.96196 0.81309
C22 2.58905 0.08794 0.44016
C23 4.07499 -1.07438 2.11702
C24 5.01411 -2.03401 2.47242
H16 5.46294 -3.47209 -0.55596
H17 3.78155 -1.76358 -1.16274
H18 2.86646 0.56928 -0.50317
H19 2.46872 0.84967 1.21554
H20 3.69123 -0.40290 2.88013
H21 5.37305 -2.11151 3.49372

---

Entry 4:
The following is a quantum chemistry calculation of 2 unconnected molecules or ions with the total composition C2H10NO, from OMol25.

- strongest force on any atom (eV/Å) = 4.81
- HOMO (eV) = -16.25
- E_tot (a.u.) = -211.912521
- total charge = +1

Positions of all 14 atoms, in Å:
O1 -0.03596 2.33640 -0.50880
H1 -0.58314 2.56172 0.33701
H2 0.35619 -0.79585 -2.01406
H3 0.13711 3.08242 -1.21452
C1 -0.37551 -0.83289 1.23914
C2 0.45339 -1.21373 0.06451
N1 0.13394 -0.33867 -1.07271
H4 -0.52599 0.32313 1.37671
H5 -1.20991 -1.32179 1.60174
H6 0.18643 -0.94638 2.17098
H7 1.52019 -1.04869 0.31697
H8 0.29531 -2.26741 -0.23219
H9 -0.95179 -0.15734 -1.03715
H10 0.59972 0.61908 -1.02761

---

Calculated gap between HOMO and LUMO in order - 6.092 10.625 7.912 12.736 eV